6 unconnected molecules or ions with the total composition C32H32F40I2NO6. Source: OMol25; level of theory: ωB97M-V with the def2-TZVPD basis set.

energy relative to the best compared isomer or geometry (same formula, charge and spin): 0.0 kcal per mole
calculated total energy: -6334.563900 a.u.
gap between HOMO and LUMO: 8.87 eV
net charge: +1
2S+1: 1

Geometry as XYZ:
```
113
Properties=species:S:1:pos:R:3:forces:R:3
C -2.169 -5.178 0.938 0.191 0.176 0.032
C -0.861 -4.497 0.636 0.801 -0.246 0.026
I -1.074 -2.529 -0.078 0.069 -0.067 0.043
C 0.361 -5.042 0.780 -0.825 0.432 -0.077
I 0.559 -7.029 1.425 -0.065 -0.070 0.004
C 1.683 -4.409 0.472 0.329 -0.161 -0.068
C 2.333 -5.059 -0.780 -0.255 0.476 -0.110
N 3.738 -5.470 -0.463 0.134 0.204 -0.335
C 4.532 -4.355 0.167 0.027 -0.070 0.175
C 3.746 -3.827 1.388 0.308 0.197 0.038
O 2.570 -4.581 1.571 -0.181 -0.010 0.035
H -2.212 -5.406 2.006 -0.023 -0.160 -0.086
H -2.251 -6.100 0.358 -0.048 -0.027 0.139
H -3.012 -4.532 0.702 0.054 -0.101 -0.029
H 1.570 -3.339 0.285 -0.206 -0.024 0.060
H 2.389 -4.335 -1.596 0.073 -0.098 0.041
H 1.782 -5.924 -1.138 0.152 -0.052 0.138
H 3.737 -6.294 0.142 -0.114 0.072 0.077
H 4.194 -5.720 -1.343 -0.017 -0.244 0.125
H 5.497 -4.761 0.471 -0.051 0.014 -0.137
H 4.687 -3.601 -0.605 -0.038 -0.058 0.037
H 3.528 -2.760 1.264 -0.103 -0.089 -0.034
H 4.354 -3.933 2.285 -0.172 -0.086 -0.044
C -5.192 2.203 0.767 -0.457 0.088 0.064
C -4.023 1.759 -0.125 0.154 0.203 0.095
C -3.237 0.519 0.306 0.008 -0.056 0.010
F -2.595 0.722 1.470 -0.025 0.029 0.053
F -2.294 0.255 -0.642 -0.004 0.020 -0.015
F -3.170 2.780 -0.333 -0.042 -0.044 -0.006
F -4.572 1.412 -1.325 -0.067 -0.037 -0.045
O -4.933 3.283 1.646 0.357 -0.094 -0.101
C -4.523 3.105 2.940 -0.259 0.151 -0.081
C -3.198 3.833 3.173 0.089 0.061 0.089
F -2.251 3.289 2.386 0.089 -0.052 -0.017
F -2.824 3.677 4.461 -0.018 -0.019 0.023
F -4.449 1.812 3.293 0.040 -0.085 -0.073
F -5.439 3.692 3.751 -0.043 -0.070 -0.029
H -5.930 2.593 0.069 -0.028 0.051 -0.022
H -5.654 1.357 1.277 0.175 -0.052 0.050
H -3.892 -0.352 0.396 -0.008 0.007 0.000
H -3.303 4.894 2.945 0.017 -0.010 0.005
C 0.163 7.898 -0.111 0.368 0.070 -0.343
C -0.646 6.727 0.467 0.051 0.110 0.195
C -2.150 6.703 0.198 0.025 -0.005 -0.169
F -2.749 7.772 0.779 -0.044 -0.348 0.003
F -2.647 5.556 0.732 -0.176 0.379 0.023
F -0.425 6.607 1.792 -0.007 0.007 -0.044
F -0.171 5.601 -0.141 0.061 -0.017 -0.067
O 0.489 8.939 0.787 -0.327 -0.166 0.310
C -0.287 10.059 0.928 0.173 0.049 -0.083
C -0.719 10.240 2.389 0.019 0.016 0.011
F -1.479 9.193 2.772 -0.030 -0.005 -0.003
F -1.456 11.365 2.485 -0.016 -0.020 0.031
F -1.349 10.066 0.104 -0.016 -0.102 -0.001
F 0.471 11.133 0.616 0.003 0.014 -0.092
H 1.124 7.457 -0.374 0.004 0.011 0.012
H -0.279 8.271 -1.035 -0.173 0.000 0.087
H -2.363 6.706 -0.874 -0.022 0.033 0.041
H 0.157 10.312 3.036 -0.005 0.005 0.002
C 10.221 -1.358 1.183 0.015 0.493 0.031
C 11.183 -2.428 0.643 -0.054 -0.160 0.158
C 10.797 -3.145 -0.656 0.079 0.028 -0.062
F 9.660 -3.860 -0.485 -0.102 0.029 0.060
F 11.783 -3.999 -0.990 -0.028 -0.018 0.007
F 11.448 -3.339 1.601 -0.018 0.027 -0.032
F 12.339 -1.774 0.345 0.017 0.065 -0.005
O 9.377 -1.755 2.254 0.057 -0.406 -0.121
C 8.126 -2.249 2.079 0.036 0.150 0.140
C 7.996 -3.630 2.733 0.080 -0.049 -0.010
F 8.816 -4.510 2.141 -0.016 0.006 -0.064
F 6.714 -4.065 2.543 -0.050 -0.050 0.037
F 7.733 -2.294 0.788 0.110 -0.030 -0.071
F 7.246 -1.444 2.723 -0.019 0.075 -0.056
H 10.870 -0.604 1.626 -0.004 -0.015 0.013
H 9.669 -0.869 0.381 -0.067 -0.175 -0.057
H 10.656 -2.427 -1.468 -0.026 -0.005 0.002
H 8.211 -3.577 3.800 -0.049 0.009 0.003
C 0.327 -8.343 -2.634 -0.159 0.182 0.517
C 1.284 -7.905 -3.753 -0.051 -0.369 -0.127
C 0.698 -7.194 -4.978 0.035 0.120 0.048
F -0.103 -8.025 -5.660 -0.040 -0.080 0.006
F 1.722 -6.822 -5.778 -0.011 0.005 -0.025
F 2.055 -8.929 -4.145 0.011 0.056 0.054
F 2.114 -6.962 -3.165 0.043 0.080 0.004
O -0.040 -9.700 -2.594 0.242 -0.040 -0.465
C -1.175 -10.170 -3.212 -0.086 -0.032 0.213
C -0.830 -11.285 -4.206 -0.009 -0.019 0.020
F -0.030 -10.791 -5.173 -0.003 0.031 -0.028
F -1.973 -11.725 -4.766 0.032 -0.007 -0.035
F -1.880 -9.189 -3.799 0.095 0.066 -0.041
F -1.961 -10.718 -2.262 -0.028 0.071 0.032
H 0.907 -8.196 -1.723 -0.024 -0.061 0.066
H -0.535 -7.678 -2.564 -0.014 -0.004 -0.216
H 0.140 -6.301 -4.682 -0.029 -0.021 -0.009
H -0.325 -12.106 -3.694 -0.007 -0.006 -0.009
C -6.217 7.842 0.644 0.542 0.142 0.182
C -7.560 7.631 1.364 -0.128 0.178 -0.284
C -7.958 6.211 1.764 -0.140 -0.090 -0.063
F -8.133 5.437 0.668 0.098 0.028 0.002
F -9.132 6.262 2.430 0.057 -0.016 -0.037
F -8.559 8.195 0.655 0.040 -0.013 0.010
F -7.452 8.301 2.547 0.058 0.050 0.090
O -6.266 8.013 -0.761 -0.488 -0.227 -0.027
C -6.116 6.970 -1.625 0.208 0.147 0.020
C -7.320 6.855 -2.568 -0.005 0.004 -0.008
F -8.431 6.590 -1.856 0.010 -0.032 -0.003
F -7.098 5.832 -3.424 -0.039 0.003 -0.008
F -5.869 5.798 -1.008 -0.081 0.026 0.092
F -5.036 7.231 -2.408 0.091 -0.032 0.027
H -5.853 8.797 1.020 -0.031 0.011 -0.026
H -5.477 7.094 0.931 -0.176 -0.133 0.030
H -7.202 5.767 2.409 0.118 -0.121 0.073
H -7.452 7.783 -3.127 -0.004 -0.006 -0.004
```
Forces are in eV/Å.

=====

A molecular structure, C32H32N5S2SiV at a distorted geometry. Source: OMol25; level of theory: ωB97M-V with the def2-TZVPD basis set.

energy relative to the best compared isomer or geometry (same formula, charge and spin): 12.7 kcal per mole
calculated total energy: -3542.079278 a.u.
gap between HOMO and LUMO (alpha / beta): 6.84 / 5.48 eV
net charge: +1
2S+1: 2

Geometry as XYZ:
```
73
Properties=species:S:1:pos:R:3:forces:R:3
V -0.038 -0.560 -0.726 0.275 0.502 -0.511
C 2.787 -3.654 -5.859 0.187 -0.040 0.715
Si 3.118 -3.578 -3.983 0.207 -0.083 -0.077
C 3.702 -5.241 -3.259 -0.194 0.610 -0.360
C 4.373 -2.216 -3.587 -0.446 -0.439 -0.112
C 1.397 -3.275 -3.197 0.253 -0.129 -0.161
C 0.415 -4.238 -3.407 0.158 0.299 0.080
C -0.881 -4.086 -2.924 -0.196 0.277 0.158
C -1.187 -2.929 -2.233 -0.376 -0.748 -0.309
N -0.267 -1.991 -2.013 -0.538 -1.369 -1.103
C 0.994 -2.159 -2.462 0.241 -0.115 -0.123
S 1.942 -0.815 -1.915 0.665 0.369 -0.063
H 3.700 -3.873 -6.403 0.234 -0.061 -0.079
H 2.408 -2.707 -6.233 -0.066 0.187 0.044
H 2.065 -4.422 -6.117 -0.151 -0.165 0.010
H 4.657 -5.542 -3.674 0.204 -0.012 -0.137
H 2.997 -6.042 -3.458 -0.171 -0.134 -0.056
H 3.825 -5.169 -2.182 -0.019 0.089 0.176
H 5.323 -2.438 -4.060 0.211 -0.164 -0.181
H 4.548 -2.130 -2.521 0.002 -0.021 0.209
H 4.046 -1.246 -3.944 -0.100 0.159 -0.093
H 0.672 -5.126 -3.961 -0.031 -0.220 -0.121
H -1.629 -4.844 -3.092 -0.098 -0.012 0.004
H -2.185 -2.736 -1.849 0.097 -0.036 -0.026
N 1.181 -0.521 6.128 -0.055 0.036 -0.418
C 0.730 -0.496 7.419 -0.762 0.044 0.394
C 1.380 -0.503 8.645 0.111 -0.016 0.007
C 0.587 -0.432 9.771 0.156 -0.028 -0.020
C -0.809 -0.352 9.685 -0.143 -0.006 0.049
C -1.463 -0.344 8.473 0.085 -0.009 -0.038
C -0.685 -0.419 7.317 0.939 -0.033 0.467
N -1.045 -0.394 6.005 -0.037 0.066 -0.897
C 0.072 -0.444 5.314 -0.240 -0.067 1.036
C 0.116 -0.362 3.880 -0.078 0.002 -1.161
C -1.087 -0.230 3.160 0.500 -0.123 0.331
C -1.052 -0.055 1.800 -0.683 0.142 0.145
N 0.093 -0.018 1.084 0.096 0.398 1.510
C 1.244 -0.176 1.764 0.885 0.110 0.290
C 1.301 -0.358 3.126 -0.498 0.056 0.109
H 2.143 -0.579 5.845 -0.053 0.024 -0.020
H 2.457 -0.547 8.713 0.092 -0.027 0.053
H 1.052 -0.435 10.746 0.029 0.013 0.035
H -1.378 -0.291 10.601 -0.065 -0.001 0.038
H -2.536 -0.270 8.408 -0.124 -0.009 -0.015
H -2.015 -0.248 3.708 -0.152 0.044 -0.020
H -1.971 0.081 1.228 0.099 0.065 0.196
H 2.151 -0.131 1.163 -0.129 -0.035 0.179
H 2.263 -0.477 3.598 0.155 0.035 -0.019
N -0.868 0.982 -1.569 0.199 -0.139 -0.072
S -1.474 2.255 -0.817 -0.787 1.062 -1.086
C -3.024 2.564 -1.711 0.176 -0.089 0.492
C -2.996 2.896 -3.057 0.042 0.015 -0.018
C -4.192 3.024 -3.741 0.154 -0.023 0.004
C -5.396 2.819 -3.085 -0.021 -0.039 0.062
C -5.410 2.481 -1.742 -0.104 0.013 -0.066
C -4.220 2.350 -1.047 0.181 0.029 0.082
C -0.585 3.708 -1.449 0.076 -0.350 0.291
C -1.151 4.961 -1.277 -0.034 -0.004 0.103
C -0.482 6.071 -1.761 -0.073 -0.059 0.052
C 0.735 5.920 -2.408 0.066 -0.038 -0.026
C 1.294 4.662 -2.562 -0.016 0.107 -0.008
C 0.639 3.542 -2.071 -0.028 -0.278 0.062
H -0.804 1.083 -2.582 -0.116 0.119 0.138
H -2.057 3.068 -3.562 0.069 0.039 -0.067
H -4.176 3.285 -4.787 -0.030 0.040 -0.134
H -6.322 2.923 -3.627 -0.112 0.010 -0.031
H -6.347 2.319 -1.235 -0.107 -0.003 0.068
H -4.220 2.095 0.002 -0.025 -0.046 0.121
H -2.104 5.067 -0.782 -0.110 0.049 0.027
H -0.916 7.051 -1.635 -0.030 0.092 0.007
H 1.249 6.790 -2.787 0.062 0.062 -0.053
H 2.241 4.548 -3.067 0.110 -0.021 -0.030
H 1.076 2.555 -2.168 -0.017 0.028 -0.029
```
Forces are in eV/Å.

=====

2 unconnected molecules or ions with the total composition C32H32NO6 at a distorted geometry. Source: OMol25; level of theory: ωB97M-V with the def2-TZVPD basis set.

energy relative to the best compared isomer or geometry (same formula, charge and spin): 0.6 kcal per mole
calculated total energy: -1744.837704 a.u.
gap between HOMO and LUMO: 3.58 eV
net charge: -1
2S+1: 1

Geometry as XYZ:
```
71
Properties=species:S:1:pos:R:3:forces:R:3
C -3.111 0.979 -4.266 -0.036 -0.279 -0.199
C -3.077 2.170 -3.331 -0.776 -0.061 0.411
C -1.715 2.307 -2.668 0.284 0.013 0.131
C -3.413 3.440 -4.097 -0.143 0.201 -0.018
O -4.156 2.037 -2.322 0.708 0.254 -1.153
C -4.164 0.854 -1.588 1.261 -0.329 2.502
C -3.567 1.057 -0.248 -0.743 1.436 -2.280
N -3.622 0.105 0.625 0.210 -1.293 1.317
C -3.204 0.168 1.879 -0.361 0.209 -0.722
C -3.199 -1.040 2.685 -0.190 0.329 0.160
C -2.991 -0.994 4.084 -0.083 -0.374 -0.176
C -3.072 -2.159 4.843 0.012 -0.109 -0.392
C -3.322 -3.388 4.216 0.018 -0.068 0.076
C -3.499 -3.444 2.824 -0.005 0.559 0.151
C -3.461 -2.273 2.065 0.102 -0.667 0.388
C -2.693 1.448 2.391 0.356 -0.081 0.074
C -1.382 1.501 2.892 -0.091 0.571 -0.147
C -0.826 2.733 3.239 -0.234 0.008 0.044
C -1.587 3.904 3.116 0.096 0.094 0.056
C -2.900 3.850 2.630 0.105 -0.255 0.018
C -3.450 2.625 2.258 0.346 0.108 0.410
O -4.605 -0.198 -1.993 -0.398 0.247 -0.823
H -4.097 0.922 -4.741 0.164 -0.111 0.090
H -2.349 1.085 -5.043 0.012 0.055 0.015
H -2.930 0.049 -3.721 -0.079 0.142 -0.145
H -1.725 3.106 -1.916 -0.064 -0.205 -0.060
H -1.394 1.368 -2.201 -0.142 0.213 0.044
H -0.963 2.572 -3.422 -0.130 -0.065 0.048
H -3.416 4.314 -3.436 -0.027 -0.166 -0.045
H -2.670 3.609 -4.885 -0.063 -0.044 0.095
H -4.399 3.353 -4.569 0.135 0.003 0.133
H -3.185 2.070 -0.056 -0.136 -0.328 -0.028
H -2.781 -0.037 4.563 -0.119 -0.282 -0.103
H -2.937 -2.107 5.926 -0.028 -0.075 -0.286
H -3.379 -4.301 4.815 0.040 0.250 -0.193
H -3.671 -4.400 2.327 -0.004 0.183 0.162
H -3.622 -2.278 0.986 0.057 -0.025 0.331
H -0.797 0.577 2.951 -0.218 0.328 0.010
H 0.200 2.767 3.611 -0.265 0.126 -0.072
H -1.158 4.867 3.404 -0.096 -0.281 -0.100
H -3.504 4.756 2.532 0.276 -0.197 0.071
H -4.466 2.572 1.858 0.378 -0.039 0.136
C 4.278 -2.744 0.198 0.054 -0.069 0.011
C 2.907 -3.056 -0.376 -0.833 -0.070 -0.039
C 2.747 -4.537 -0.713 -0.110 0.413 0.030
O 1.850 -2.755 0.576 0.671 0.292 -0.410
C 1.548 -1.441 0.802 -1.076 0.082 1.377
O 0.826 -1.150 1.736 1.140 -0.456 -1.152
C 2.084 -0.454 -0.170 -0.680 0.311 -0.309
C 1.813 0.864 0.059 0.781 -1.157 -0.020
C 2.261 1.970 -0.766 0.326 1.303 -0.731
C 3.521 1.991 -1.422 -0.597 0.149 0.329
C 3.880 3.070 -2.225 -0.130 -0.128 0.174
C 3.000 4.145 -2.408 -0.243 -0.244 0.280
C 1.766 4.154 -1.743 0.226 -0.013 -0.082
C 1.413 3.095 -0.910 0.227 -0.647 0.217
C 2.458 -0.982 -1.513 0.337 0.521 -1.079
O 2.511 -0.318 -2.527 -0.079 -1.029 0.986
O 2.669 -2.336 -1.602 0.123 0.350 0.632
H 4.396 -1.683 0.442 -0.041 -0.165 -0.029
H 4.424 -3.344 1.104 -0.036 0.188 -0.121
H 5.040 -3.035 -0.533 -0.137 0.130 0.119
H 1.746 -4.707 -1.113 0.100 0.035 0.051
H 3.487 -4.829 -1.458 -0.011 0.053 0.033
H 2.880 -5.136 0.188 -0.007 0.063 -0.024
H 1.271 1.079 0.978 -0.086 0.038 -0.104
H 4.207 1.153 -1.279 -0.221 0.326 -0.100
H 4.854 3.057 -2.717 -0.296 0.069 0.111
H 3.281 4.977 -3.056 -0.092 -0.238 0.199
H 1.075 4.991 -1.866 0.242 -0.246 0.018
H 0.460 3.082 -0.366 0.318 0.143 -0.297
```
Forces are in eV/Å.